No. 1
4 unconnected molecules or ions with the total composition C21H57FN9O6P3, computed with ωB97M-V with the def2-TZVPD basis set.

Values from the calculation:
2S+1: 1
Structure (SMILES): CN(C)P(=O)(N(C)C)N(C)C.CN(C)P(=O)(N(C)C)N(C)C.CN(C)P(=O)(N(C)C)N(C)C.O=C1OC[C@@H](F)O1
Electronic energy in eV: -78986.3023
ΔE to the lowest compared entry with this formula, charge and spin in eV: 0.0000

```
97
Properties=species:S:1:pos:R:3:lowdin_charge:R:1
C 5.76416 -1.13350 -0.64274 -0.102
N 5.27115 -0.64463 -1.92545 -0.305
C 5.41255 0.77152 -2.21548 -0.104
P 4.24631 -1.62209 -2.76871 0.478
O 4.12031 -2.96429 -2.18575 -0.272
N 2.77172 -0.83631 -2.84038 -0.279
C 1.56345 -1.65451 -2.60917 -0.097
C 2.56516 0.29309 -3.73491 -0.118
N 4.83628 -1.54995 -4.32188 -0.319
C 4.03215 -2.17866 -5.34844 -0.108
C 6.25906 -1.48886 -4.58655 -0.107
H 5.97534 -2.19581 -0.70474 0.071
H 5.06657 -0.94579 0.18592 0.075
H 6.68302 -0.60039 -0.38157 0.079
H 5.59713 0.97186 -3.27066 0.072
H 6.24754 1.16607 -1.63610 0.086
H 4.50545 1.30002 -1.90702 0.062
H 1.52048 -2.51851 -3.27502 0.073
H 1.53068 -1.98330 -1.57212 0.070
H 0.69304 -1.02578 -2.79376 0.075
H 1.81074 0.06605 -4.49342 0.092
H 2.26928 1.18873 -3.18527 0.062
H 3.48562 0.52655 -4.26936 0.069
H 4.46052 -3.14206 -5.65108 0.090
H 3.01983 -2.34414 -4.98932 0.067
H 3.99194 -1.55300 -6.24733 0.087
H 6.74248 -0.74326 -3.96483 0.061
H 6.44373 -1.31661 -5.64750 0.084
H 6.77018 -2.44143 -4.35608 0.090
C -1.02155 0.19790 5.83051 -0.096
N -1.20404 -1.08418 5.13508 -0.292
C -1.42485 -2.21329 6.03897 -0.113
P -0.72554 -1.20617 3.56597 0.498
O -0.70119 0.13580 2.94636 -0.287
N 0.73447 -1.97849 3.59304 -0.295
C 1.53597 -2.10401 4.79886 -0.092
C 1.31183 -2.44210 2.36000 -0.103
N -1.76164 -2.19271 2.73191 -0.297
C -2.22261 -1.76845 1.42441 -0.121
C -2.00491 -3.57909 3.02150 -0.110
H -0.08868 0.19031 6.39986 0.077
H -1.86545 0.34097 6.50914 0.085
H -1.06106 1.00852 5.11086 0.068
H -2.49305 -2.41020 6.16252 0.089
H -1.01743 -1.97106 7.02394 0.085
H -0.91939 -3.11603 5.71058 0.049
H 1.71486 -1.14551 5.28759 0.081
H 1.12261 -2.81257 5.52133 0.067
H 2.49876 -2.53625 4.51782 0.086
H 1.73848 -3.43933 2.46975 0.090
H 0.56749 -2.38555 1.56375 0.078
H 2.12137 -1.77484 2.02086 0.077
H -1.67159 -0.90154 1.05822 0.057
H -2.14105 -2.57516 0.69277 0.086
H -3.26169 -1.40733 1.45065 0.082
H -1.57496 -3.87627 3.97062 0.055
H -1.60492 -4.21821 2.22686 0.086
H -3.07975 -3.77544 3.11567 0.092
C -4.89686 4.81785 -1.59629 -0.130
N -4.66696 3.39555 -1.67880 -0.298
C -3.85572 2.98205 -2.82023 -0.106
P -4.75681 2.51415 -0.27361 0.458
O -5.94588 2.91321 0.48881 -0.277
N -4.83630 0.90893 -0.65116 -0.290
C -6.19856 0.36430 -0.80107 -0.096
C -3.77016 0.10555 -1.22801 -0.117
N -3.28323 2.64268 0.46688 -0.286
C -3.20956 2.11151 1.81786 -0.107
C -2.30941 3.66567 0.13969 -0.098
H -5.72380 5.04100 -0.92057 0.078
H -5.20445 5.21621 -2.56784 0.084
H -4.01968 5.39160 -1.26486 0.071
H -4.50183 2.63059 -3.62945 0.086
H -3.09500 2.25716 -2.55848 0.050
H -3.30376 3.84260 -3.21315 0.083
H -6.64353 0.16378 0.16863 0.078
H -6.82182 1.04232 -1.38792 0.078
H -6.14201 -0.54925 -1.39588 0.075
H -3.92297 -0.93548 -0.93201 0.074
H -3.78550 0.15356 -2.32018 0.077
H -2.80935 0.43593 -0.84412 0.065
H -3.58535 2.82513 2.56448 0.087
H -3.74173 1.16505 1.89590 0.075
H -2.18597 1.89591 2.13520 0.056
H -2.60490 4.66526 0.47190 0.082
H -2.11965 3.70095 -0.93491 0.069
H -1.35630 3.36720 0.58260 0.077
O -0.20823 1.58605 -2.18058 0.167
C 0.47274 1.56391 -1.21831 -0.582
O 0.19158 0.89042 -0.08023 0.051
C 1.40810 0.83387 0.68454 -0.047
C 2.11833 2.09782 0.23426 -0.297
F 3.45650 1.89681 0.20116 0.068
O 1.63930 2.25730 -1.08995 0.110
H 1.19088 0.78036 1.74496 0.115
H 1.97920 -0.00502 0.27862 0.131
H 1.89228 3.00676 0.79145 0.173
```

***

No. 2
A molecular structure, C31H53BrNNiO3P3, computed with ωB97M-V with the def2-TZVPD basis set.

Values from the calculation:
2S+1: 3
Charge: +2
Electronic energy in eV: -179573.5518
ΔE to the lowest compared entry with this formula, charge and spin in eV: 0.0000

```
93
Properties=species:S:1:pos:R:3:lowdin_charge:R:1
C 5.97689 -6.82670 -1.58356 -0.003
C 5.28571 -6.12713 -2.60724 -0.220
C 5.62661 -6.50786 -3.90642 -0.029
C 6.60197 -7.48420 -4.14949 -0.119
N 7.25998 -8.12685 -3.17504 0.071
C 6.94393 -7.79734 -1.91511 -0.115
C 4.31452 -5.08196 -2.32884 0.090
C 3.55143 -4.18447 -2.01385 0.038
C 2.77443 -3.11308 -1.48057 -0.224
C 1.85406 -3.34985 -0.44442 0.007
C 1.06154 -2.33061 0.05616 -0.096
C 1.08778 -1.06185 -0.56925 -0.604
C 2.06603 -0.78140 -1.57794 -0.169
C 2.94123 -1.80768 -1.97677 -0.012
Ni 0.24184 -1.56356 -2.63665 0.327
P -2.06374 -1.53948 -1.87529 0.907
H 5.13935 -6.02935 -4.74714 0.109
H 5.77884 -6.61321 -0.55030 0.106
H 6.86683 -7.76151 -5.18563 0.121
H 7.48683 -8.33015 -1.11089 0.122
H 3.78145 -1.66480 -2.66447 0.140
H 1.84886 -4.37009 -0.02557 0.149
H 2.28539 0.25588 -1.85026 0.106
H 0.40787 -2.48041 0.91439 0.123
C -3.45414 -0.30076 -1.85775 -0.375
C -4.82927 -0.72212 -2.38040 -0.128
H -3.09028 0.57378 -2.42738 0.064
H -3.53969 0.04514 -0.82037 0.084
H -5.52068 0.12605 -2.28698 0.089
H -4.80632 -0.97347 -3.44946 0.070
H -5.27125 -1.54132 -1.79699 0.068
C -2.43458 -2.76634 -3.19504 -0.402
C -1.85782 -4.12669 -2.83843 -0.142
H -1.93488 -2.36734 -4.10363 0.053
H -3.50014 -2.78792 -3.38467 0.073
H -1.62240 -4.68445 -3.75240 0.085
H -0.90920 -4.06152 -2.27433 0.058
H -2.56398 -4.75194 -2.27114 0.087
C -2.41617 -2.36980 -0.26687 -0.402
C -3.78761 -3.03532 -0.06220 -0.118
H -2.26796 -1.59577 0.50215 0.053
H -1.61168 -3.09921 -0.10972 0.060
H -3.72592 -3.72807 0.78839 0.088
H -4.56419 -2.30676 0.20553 0.078
H -4.11484 -3.64139 -0.91904 0.071
Br -0.17055 0.34720 0.02811 0.900
P 0.53057 1.06239 -5.30969 1.238
C -0.99928 0.09916 -4.96237 -0.398
C -2.16642 0.54457 -5.83981 -0.123
H -1.22552 0.21916 -3.87239 0.053
H -0.72993 -0.95332 -5.18339 0.077
H -2.98734 -0.16995 -5.76057 0.082
H -2.54577 1.52387 -5.54262 0.087
H -1.89086 0.59695 -6.89565 0.082
C 0.66339 2.22446 -3.88743 -0.369
C 1.38508 3.51303 -4.28591 -0.128
H 1.19503 1.70355 -3.06937 0.072
H -0.36364 2.45457 -3.56417 0.092
H 1.49621 4.17180 -3.41761 0.068
H 2.38719 3.31506 -4.68285 0.085
H 0.83302 4.07435 -5.05099 0.089
C 1.89804 -0.11082 -5.00992 -0.381
C 2.42824 -0.69290 -6.32665 -0.125
H 1.52515 -0.91198 -4.32669 0.055
H 2.69091 0.44794 -4.49450 0.099
H 3.36986 -1.22809 -6.14147 0.091
H 1.71237 -1.40390 -6.76099 0.084
H 2.62959 0.09095 -7.07318 0.085
C 2.20080 -0.63775 3.51825 -0.054
C 2.39194 0.10089 2.19876 -0.354
O 2.93385 1.40641 2.47498 -0.317
P 3.42896 2.28856 1.15776 0.871
O 3.69993 3.76427 1.81073 -0.335
C 2.98156 4.34704 2.93520 -0.257
C 1.48216 4.43619 2.76931 -0.086
O 2.01315 2.50050 0.36129 -0.430
C 1.78948 3.58328 -0.57096 -0.294
C 0.28598 3.72000 -0.76683 -0.106
H 3.11228 -0.57590 4.10975 0.087
H 1.99853 -1.69042 3.31689 0.069
H 1.33907 -0.25629 4.06359 0.082
H 3.06318 -0.46286 1.52399 0.108
H 1.42954 0.20705 1.70163 -0.019
H 3.25139 3.77626 3.82755 0.116
H 3.43448 5.35239 3.00455 0.128
H 1.01536 3.43041 2.77803 0.079
H 1.10475 4.96940 3.64703 0.086
H 1.19463 5.03501 1.88759 0.075
H 2.17073 4.52871 -0.16118 0.113
H 2.30795 3.35348 -1.51204 0.095
H -0.12495 2.88524 -1.34461 0.004
H 0.08267 4.64660 -1.34324 0.094
H -0.24325 3.77181 0.19753 0.085
```

***

No. 3
A molecular structure, C45H63IrO5P2Si, computed with ωB97M-V with the def2-TZVPD basis set.

Values from the calculation:
2S+1: 5
Electronic energy in eV: -87218.6190

```
117
Properties=species:S:1:pos:R:3:lowdin_charge:R:1
Ir 0.30956 -0.00496 -0.29954 1.155
C -1.83356 -2.27907 2.52643 -0.201
Si -1.09768 -0.76160 1.57309 0.634
C 0.07133 -0.10694 3.02453 -0.328
C -0.48981 0.16697 4.26525 -0.118
C 0.27929 0.57946 5.34051 -0.071
C 1.64599 0.73510 5.18728 -0.066
C 2.22749 0.46516 3.96241 -0.115
C 1.45997 0.03525 2.88280 -0.388
P 2.25184 -0.29448 1.26474 1.014
C 3.17227 -1.93584 1.38410 -0.398
C 2.21801 -3.12787 1.28538 -0.203
C 1.62431 -3.50599 2.63597 -0.203
C 2.72531 -3.84629 3.63264 -0.192
C 3.58192 -2.60453 3.83859 -0.196
C 4.18867 -2.12799 2.52072 -0.180
C 3.64633 0.95152 1.19843 -0.430
C 4.43138 0.80929 -0.10468 -0.208
C 5.67742 1.70247 -0.05854 -0.182
C 5.38114 3.04312 0.62916 -0.196
C 3.89885 3.38766 0.52120 -0.195
C 3.05808 2.36887 1.29871 -0.207
C -2.68137 0.16670 0.93853 -0.291
C -3.91846 -0.46347 1.09267 -0.100
C -5.04335 -0.04824 0.40446 -0.072
C -4.95998 1.01115 -0.48168 -0.056
C -3.75758 1.67837 -0.62779 -0.082
C -2.62747 1.27382 0.06817 -0.405
P -1.04151 2.15844 -0.12592 1.074
C -1.28244 3.46988 1.21260 -0.380
C -2.66928 4.11628 1.19487 -0.195
C -2.85842 5.06690 2.37586 -0.190
C -2.67646 4.32281 3.69181 -0.202
C -1.27369 3.72894 3.73748 -0.183
C -1.06459 2.78491 2.55723 -0.233
C -0.82778 3.08960 -1.73730 -0.376
C -1.64111 4.34765 -2.08898 -0.184
C -0.94086 5.64532 -1.68991 -0.192
C 0.41996 5.80484 -2.38771 -0.191
C 1.00172 4.45623 -2.81743 -0.185
C 0.68595 3.38911 -1.77918 -0.237
H -2.56101 -1.96722 3.27086 0.026
H -1.04984 -2.80962 3.05223 0.002
H -2.31873 -2.98453 1.85991 0.026
H -1.55596 0.06065 4.39457 0.108
H -0.18463 0.77467 6.29495 0.107
H 2.26247 1.05804 6.01322 0.107
H 3.29438 0.59126 3.85394 0.103
H 3.73966 -1.90864 0.44097 0.098
H 2.76658 -3.98899 0.89133 0.124
H 1.41670 -2.88656 0.58358 0.074
H 0.94563 -4.35201 2.51228 0.117
H 1.05726 -2.66137 3.02802 0.080
H 3.33310 -4.67011 3.24904 0.115
H 2.29058 -4.16199 4.58504 0.112
H 4.39166 -2.81434 4.53965 0.114
H 2.95545 -1.82220 4.26520 0.088
H 4.91453 -2.87982 2.18770 0.123
H 4.74769 -1.20385 2.69140 0.096
H 4.34545 0.77791 2.02463 0.100
H 3.78211 1.08506 -0.93821 0.102
H 4.74509 -0.22394 -0.26510 0.101
H 6.03504 1.86807 -1.07842 0.112
H 6.48037 1.19006 0.48163 0.109
H 5.98622 3.83296 0.18111 0.108
H 5.65285 2.98752 1.68686 0.111
H 3.60675 3.39886 -0.52946 0.106
H 3.71657 4.38786 0.92275 0.113
H 2.03566 2.35727 0.89990 0.068
H 2.99996 2.67139 2.34838 0.112
H -4.00915 -1.30708 1.75495 0.079
H -5.97998 -0.56934 0.54444 0.104
H -5.81988 1.31260 -1.06000 0.109
H -3.68617 2.49869 -1.32493 0.105
H -0.50847 4.23301 1.06973 0.113
H -3.42630 3.33139 1.25349 0.110
H -2.83234 4.67354 0.27469 0.092
H -3.85911 5.49957 2.32281 0.113
H -2.13474 5.88376 2.31896 0.116
H -3.41463 3.52029 3.75881 0.117
H -2.83735 4.99555 4.53710 0.109
H -1.12360 3.17518 4.66630 0.101
H -0.53868 4.53710 3.70470 0.118
H -1.77815 1.96131 2.63740 0.091
H -0.05824 2.36293 2.59535 0.092
H -1.05256 2.33329 -2.49710 0.103
H -2.63814 4.32045 -1.64610 0.079
H -1.78526 4.34591 -3.17334 0.127
H -0.80485 5.66493 -0.60683 0.091
H -1.58261 6.49101 -1.94776 0.111
H 1.11226 6.29961 -1.70102 0.105
H 0.32683 6.45000 -3.26340 0.106
H 2.08325 4.54766 -2.94077 0.112
H 0.58852 4.14827 -3.77695 0.120
H 1.03345 3.74093 -0.79958 0.091
H 1.22425 2.47005 -2.01773 0.077
O -2.37148 0.08047 -3.89637 0.067
C -1.58513 -0.32947 -3.06624 -0.626
O -1.35817 0.12852 -1.92319 -0.180
C -0.79486 -1.65144 -3.42616 -0.101
C -0.89758 -2.66293 -2.27353 -0.259
C -0.52926 -4.04941 -2.83171 -0.092
C 0.99680 -3.90482 -2.97882 -0.091
C 1.20853 -2.46905 -2.46656 -0.284
O 0.22186 -2.35488 -1.44914 -0.178
C 0.72140 -1.48090 -3.53373 -0.097
C 1.20256 -0.00121 -3.21139 -0.639
O 1.11137 0.80613 -4.11579 0.082
O 1.68748 0.16815 -2.06328 -0.170
H -1.24514 -2.00896 -4.35058 0.150
H -1.81943 -2.61569 -1.69728 0.162
H -0.79308 -4.82571 -2.11562 0.111
H -1.03147 -4.25688 -3.77494 0.116
H 1.53042 -4.61345 -2.34479 0.110
H 1.33888 -4.02184 -4.00459 0.116
H 2.19654 -2.25195 -2.06195 0.151
H 1.09632 -1.69462 -4.53513 0.155
```